A cluster of 3 separate species, C17H37O2S3 in total, computed with ωB97M-V/def2-TZVPD.

Element x y z (Å)
C -2.60572 -5.30393 -2.45889
C -2.51686 -5.87132 -3.87499
C -2.29926 -4.85669 -5.00262
C -0.85737 -4.40217 -5.24153
C -0.19169 -3.74900 -4.02323
C 0.94705 -2.85644 -4.47964
S 1.96701 -2.09617 -3.15353
S 1.35053 -2.83931 -1.34403
C 1.51088 -0.31682 -3.18272
C 1.36501 0.37780 -1.82969
C -0.06541 0.50934 -1.28598
S -1.16178 -0.82329 -1.87453
H -3.47349 -4.64794 -2.36407
H -1.72324 -4.73990 -2.15845
H -2.72859 -6.11024 -1.73525
H -1.75203 -6.65234 -3.92775
H -3.46422 -6.37612 -4.07559
H -2.94456 -3.98528 -4.85393
H -2.63289 -5.32063 -5.93357
H -0.26208 -5.25857 -5.56762
H -0.85760 -3.68879 -6.07137
H 0.19417 -4.51728 -3.35305
H -0.91577 -3.15657 -3.46772
H 0.58542 -2.00583 -5.05947
H 1.67486 -3.39539 -5.08663
H 2.48110 -3.56595 -1.24944
H 2.35622 0.10687 -3.72507
H 0.62441 -0.22350 -3.80861
H 1.76805 1.38219 -1.96548
H 2.01204 -0.09907 -1.09286
H -0.49413 1.46527 -1.57647
H -0.05018 0.46632 -0.20015
H -1.85132 -0.99179 -0.73932
C 0.31596 1.38617 4.11979
C -1.16613 1.73193 3.99837
C -1.31052 1.94879 2.49987
O -0.36115 1.06813 1.87799
C 0.54060 0.55262 2.86730
H 0.56516 0.84716 5.03179
H 0.91954 2.29589 4.08561
H -1.78070 0.89093 4.32471
H -1.45443 2.60822 4.57632
H -1.07017 2.97986 2.22224
H -2.30528 1.71062 2.12277
H 0.30673 -0.50183 3.04761
H 1.55926 0.62263 2.48164
C 2.22724 5.59327 4.06578
C 0.81381 6.17203 4.05611
C 0.28044 5.69511 5.40155
O 1.40314 5.63121 6.27735
C 2.61309 5.76129 5.53037
H 2.91346 6.10207 3.39034
H 2.20540 4.53363 3.79764
H 0.85350 7.26242 4.02908
H 0.20493 5.83290 3.21831
H -0.16111 4.69369 5.32002
H -0.46651 6.36468 5.82892
H 3.04451 6.75081 5.71251
H 3.32065 5.00834 5.87924

Output
* energy: -2014.68272 Eh
* highest occupied orbital energy: -11.0 eV
* total charge: +1